1.
# C36H87NO13P

A cluster of 11 separate species, C36H87NO13P in total at a distorted geometry (ωB97M-V/def2-TZVPD, the OMol25 dataset).

Cartesian coordinates (Å):
O: -1.411 -3.309 3.074
P: -0.987 -2.174 2.242
C: -2.071 -0.691 2.464
C: -3.400 -0.895 2.548
C: -4.208 0.238 2.681
C: -5.707 -0.011 2.800
O: -6.117 -0.360 3.879
O: -6.488 0.166 1.727
C: -3.645 1.502 2.722
C: -2.293 1.597 2.638
N: -1.520 0.531 2.524
H: 0.353 -1.763 2.426
H: -1.166 -2.517 0.881
H: -3.832 -1.887 2.521
H: -6.069 -0.283 0.977
H: -4.277 2.373 2.837
H: -1.820 2.578 2.662
H: -0.504 0.635 2.477
C: 1.042 0.405 -1.150
C: 2.089 0.760 -0.105
C: 3.430 0.127 -0.426
O: 1.646 0.316 1.192
H: 0.885 -0.679 -1.188
H: 0.079 0.859 -0.903
H: 1.341 0.747 -2.140
H: 2.198 1.842 -0.051
H: 3.350 -0.965 -0.441
H: 4.167 0.382 0.336
H: 3.800 0.461 -1.395
H: 1.551 -0.642 1.151
C: 3.918 5.696 0.237
C: 3.978 4.184 0.075
C: 5.400 3.668 0.224
O: 3.469 3.819 -1.212
H: 4.521 6.190 -0.530
H: 2.893 6.054 0.118
H: 4.283 6.003 1.218
H: 3.334 3.710 0.819
H: 6.050 4.096 -0.543
H: 5.430 2.585 0.095
H: 5.809 3.914 1.205
H: 4.029 4.231 -1.878
C: 9.052 4.846 0.064
C: 9.107 3.333 -0.099
C: 10.528 2.814 0.052
O: 8.593 2.971 -1.382
H: 9.657 5.338 -0.703
H: 8.030 5.208 -0.054
H: 9.419 5.152 1.045
H: 8.463 2.860 0.645
H: 11.179 3.243 -0.714
H: 10.555 1.731 -0.075
H: 10.938 3.060 1.033
H: 9.152 3.382 -2.050
C: -3.949 -6.111 5.209
C: -2.666 -5.752 5.944
C: -2.830 -4.473 6.751
O: -1.604 -5.595 5.007
H: -4.223 -5.321 4.504
H: -3.814 -7.025 4.629
H: -4.777 -6.259 5.905
H: -2.383 -6.570 6.608
H: -3.070 -3.631 6.093
H: -1.901 -4.224 7.265
H: -3.625 -4.571 7.493
H: -1.840 -4.873 4.411
C: -1.943 6.082 2.701
C: -0.493 5.943 3.140
C: 0.369 7.051 2.559
O: 0.017 4.669 2.725
H: -2.025 6.015 1.612
H: -2.550 5.275 3.120
H: -2.364 7.035 3.022
H: -0.436 5.966 4.229
H: 0.360 7.014 1.466
H: 1.406 6.934 2.875
H: 0.017 8.033 2.876
H: -0.025 4.637 1.763
C: -4.453 -1.276 -2.793
C: -3.638 -1.008 -1.541
C: -2.324 -1.769 -1.559
O: -4.391 -1.390 -0.376
H: -4.702 -2.338 -2.875
H: -5.396 -0.730 -2.759
H: -3.909 -0.975 -3.688
H: -3.440 0.061 -1.456
H: -2.496 -2.849 -1.596
H: -1.754 -1.568 -0.648
H: -1.717 -1.484 -2.417
H: -4.570 -2.336 -0.437
C: 3.352 -5.760 2.624
C: 2.111 -5.223 1.929
C: 0.842 -5.650 2.650
O: 2.078 -5.685 0.577
H: 3.344 -6.853 2.634
H: 4.254 -5.451 2.092
H: 3.415 -5.403 3.653
H: 2.160 -4.130 1.887
H: 0.749 -6.739 2.666
H: -0.036 -5.263 2.134
H: 0.831 -5.288 3.678
H: 2.037 -6.647 0.591
C: 1.867 -4.643 -3.977
C: 3.111 -5.502 -3.805
C: 2.753 -6.903 -3.337
O: 3.989 -4.893 -2.861
H: 1.337 -4.540 -3.025
H: 2.139 -3.638 -4.305
H: 1.184 -5.076 -4.710
H: 3.651 -5.557 -4.752
H: 2.251 -6.861 -2.365
H: 3.652 -7.506 -3.207
H: 2.095 -7.407 -4.047
H: 3.523 -4.840 -2.018
C: -2.908 2.891 -3.051
C: -1.592 2.693 -2.312
C: -0.589 3.780 -2.667
O: -1.047 1.411 -2.634
H: -2.755 2.844 -4.131
H: -3.618 2.102 -2.796
H: -3.358 3.855 -2.806
H: -1.772 2.698 -1.233
H: -0.362 3.760 -3.735
H: 0.352 3.621 -2.137
H: -0.971 4.770 -2.411
H: -0.883 1.391 -3.583
C: -7.904 1.810 -6.261
C: -6.817 0.859 -5.786
C: -7.399 -0.482 -5.366
O: -6.117 1.443 -4.683
H: -8.622 2.008 -5.460
H: -7.474 2.769 -6.549
H: -8.443 1.399 -7.116
H: -6.088 0.710 -6.582
H: -8.100 -0.359 -4.535
H: -6.609 -1.150 -5.020
H: -7.924 -0.963 -6.193
H: -6.752 1.582 -3.972

Results
Calculated total energy, eV: -76133.0596
Orbital gap, eV: 7.0158
HOMO energy, eV: -11.478
Molar mass, g/mol: 773.06
ΔE to the lowest compared entry with this formula, charge and spin, kcal per mole: 0.0
Charge: +1



2.
# C3H8NO

A structure of composition C3H8NO at a distorted geometry (ωB97M-V/def2-TZVPD, the OMol25 dataset).

Cartesian coordinates (Å):
C: 0.887 0.018 0.246
N: 2.194 0.278 -0.227
C: -0.193 -0.403 -1.006
C: -0.423 -0.941 0.318
O: -1.287 -0.529 1.303
H: 1.662 -0.373 0.966
H: -2.312 2.291 0.232
H: 0.466 0.937 0.575
H: 2.858 -0.450 -0.348
H: 0.257 -0.944 -1.834
H: -1.046 0.188 -1.308
H: -2.893 1.957 0.638
H: -0.169 -2.030 0.445

Results
Calculated total energy, eV: -6771.6076
Orbital gap, eV: 6.9146
HOMO energy, eV: -2.249
Molar mass, g/mol: 74.10
ΔE to the lowest compared entry with this formula, charge and spin, kcal per mole: 147.2
Charge: -1



3.
# C3H6Cl2OSi

An isolated molecule of C3H6Cl2OSi at a distorted geometry (ωB97M-V/def2-TZVPD, the OMol25 dataset).

Cartesian coordinates (Å):
C: -1.344 -0.312 -1.835
C: -0.328 0.366 -1.282
Si: 0.686 -0.340 0.112
C: -0.142 -0.074 1.903
Cl: 1.120 -2.244 -0.191
O: 2.220 0.258 0.092
Cl: 2.617 1.864 0.387
H: -2.072 0.205 -2.528
H: -1.851 -1.283 -1.665
H: -0.104 1.341 -1.491
H: 0.693 0.366 2.511
H: -0.832 0.859 1.734
H: -0.664 -1.006 2.253

Results
Calculated total energy, eV: -38178.1682
Orbital gap, eV: 10.2358
SMILES: C=C[Si@@](C)(Cl)OCl
HOMO energy, eV: -10.216
Molar mass, g/mol: 157.07
ΔE to the lowest compared entry with this formula, charge and spin, kcal per mole: 59.0
Charge: 0